(one)
A 2-piece molecular cluster, C3H10NO2 overall. Source: the OMol25 dataset; level of theory: ωB97M-V/def2-TZVPD.

Results
net charge: -1
LUMO energy: 4.23 eV
molecular weight: 92.12 g/mol
frontier orbital gap: 7.68 eV
2S+1: 1

```
16
C3H10NO2 | the OMol25 dataset | ωB97M-V/def2-TZVPD
C 0.755 1.093 0.704
N 0.912 0.238 -0.479
C 0.952 -1.208 -0.116
O -0.172 -1.682 0.452
C 0.014 2.370 0.368
H 1.778 1.354 0.997
H 0.370 0.692 1.654
H 0.031 0.270 -0.980
H 1.339 -1.680 -1.067
H 1.777 -1.538 0.581
H 0.351 2.875 -0.534
H -0.987 2.111 -0.028
H -0.105 2.981 1.256
H -2.775 -1.020 -0.309
H -1.227 -1.334 -0.282
O -2.023 -0.857 -0.898
```

***

(two)
A 2-piece molecular cluster, C3H10NO2 overall. Source: the OMol25 dataset; level of theory: ωB97M-V/def2-TZVPD.

Results
net charge: -1
LUMO energy: 3.78 eV
molecular weight: 92.12 g/mol
frontier orbital gap: 6.37 eV
2S+1: 1

```
16
C3H10NO2 | the OMol25 dataset | ωB97M-V/def2-TZVPD
C 0.838 0.468 0.854
C 0.995 -0.393 -0.369
C 0.723 0.097 -1.859
O 0.630 -1.093 -2.700
N -0.501 0.090 1.629
H 1.773 0.485 1.562
H 0.633 1.487 0.390
H 0.337 -1.322 -0.369
H 2.061 -0.900 -0.278
H -0.175 0.808 -1.647
H 1.571 0.851 -2.139
H -0.514 -0.930 1.403
H -0.493 0.264 2.578
H -2.982 0.048 1.053
H -2.006 0.230 -0.185
O -2.890 -0.190 0.079
```

***

The most stable arrangement is (one), and the next structure is 1.897 eV less stable.

***

(one)
An isolated ion of composition C8H13N2 and charge +1. Source: the OMol25 dataset; level of theory: ωB97M-V/def2-TZVPD.

Results
net charge: +1
LUMO energy: -3.44 eV
molecular weight: 137.21 g/mol
frontier orbital gap: 8.43 eV
2S+1: 1

```
23
C8H13N2 | the OMol25 dataset | ωB97M-V/def2-TZVPD
C 1.498 1.491 0.522
C 1.553 1.022 -0.893
C 1.618 -1.231 0.561
C 0.676 -2.163 -0.212
C -1.340 0.944 0.061
C -2.267 0.381 0.999
C 0.937 0.171 0.270
C -0.432 -0.107 0.051
N -0.602 -1.425 -0.054
N -2.679 0.683 -0.428
H 2.471 1.695 0.925
H 0.786 2.300 0.688
H 0.911 1.264 -1.717
H 2.331 0.441 -1.368
H 1.687 -1.462 1.533
H 2.634 -1.237 0.020
H 0.990 -2.241 -1.292
H 0.696 -3.146 0.266
H -1.073 1.999 0.215
H -2.744 1.150 1.667
H -1.470 -1.856 -0.160
H -3.229 1.508 -0.551
H -2.951 -0.181 -1.103
```

***

(two)
An isolated ion of composition C8H13N2 and charge +1. Source: the OMol25 dataset; level of theory: ωB97M-V/def2-TZVPD.

Results
net charge: +1
LUMO energy: -3.98 eV
molecular weight: 137.21 g/mol
frontier orbital gap: 8.64 eV
2S+1: 1

```
23
C8H13N2 | the OMol25 dataset | ωB97M-V/def2-TZVPD
C -2.448 -1.172 -0.020
C -1.196 -1.665 -0.054
C -2.628 0.232 0.237
C -0.031 -0.807 0.041
C 1.195 -1.354 0.115
C -0.336 0.677 -0.031
C 2.535 -0.718 0.211
C 0.015 1.253 -1.404
N -1.675 1.074 0.293
N 0.469 1.466 1.021
H -3.313 -1.808 -0.099
H -1.014 -2.726 -0.129
H -3.617 0.615 0.452
H 1.231 -2.436 0.116
H 3.241 -1.300 -0.379
H 2.895 -0.757 1.241
H 2.575 0.309 -0.144
H -0.187 2.321 -1.429
H -0.616 0.779 -2.152
H 1.050 1.058 -1.668
H 0.487 0.957 1.912
H -0.061 2.340 1.154
H 1.429 1.661 0.715
```

***

The most stable arrangement is (two), and the next structure is 4.869 eV less stable.

***

(one)
A 2-piece molecular cluster, C4H5ClO overall. Source: the OMol25 dataset; level of theory: ωB97M-V/def2-TZVPD.

Results
net charge: 0
LUMO energy: 0.71 eV
molecular weight: 104.54 g/mol
frontier orbital gap: 9.64 eV
2S+1: 1

```
11
C4H5ClO | the OMol25 dataset | ωB97M-V/def2-TZVPD
C -0.322 0.937 -0.293
C 0.772 1.125 -0.739
C -1.768 0.625 -0.086
C 1.909 -2.108 0.624
O 1.744 -1.151 1.399
Cl 1.188 -1.959 -1.025
H -2.505 1.442 0.107
H -2.041 0.044 -0.924
H -2.038 0.073 0.856
H 1.770 1.355 -0.908
H 1.290 -0.383 0.990
```

***

(two)
One molecule with the formula C4H5ClO. Source: the OMol25 dataset; level of theory: ωB97M-V/def2-TZVPD.

Results
net charge: 0
LUMO energy: 0.69 eV
molecular weight: 104.54 g/mol
frontier orbital gap: 11.13 eV
2S+1: 1

```
11
C4H5ClO | the OMol25 dataset | ωB97M-V/def2-TZVPD
C -1.323 -1.107 1.602
C -0.845 -0.682 0.593
C 0.809 0.918 0.137
C -0.148 -0.107 -0.480
O 0.353 -1.016 -1.401
Cl -1.336 0.882 -1.517
H -1.550 -1.780 2.388
H 1.790 0.355 0.214
H 0.426 1.299 1.138
H 0.909 1.886 -0.485
H 0.916 -0.648 -2.190
```

***

The most stable arrangement is (two), and the next structure is 1.831 eV less stable.

***

(one)
One molecule with the formula C3H8S2. Source: the OMol25 dataset; level of theory: ωB97M-V/def2-TZVPD.

Results
net charge: 0
LUMO energy: -1.35 eV
molecular weight: 108.23 g/mol
frontier orbital gap: 7.44 eV
2S+1: 1

```
13
C3H8S2 | the OMol25 dataset | ωB97M-V/def2-TZVPD
C 2.158 0.382 -1.125
C 0.836 0.475 -0.394
S 0.617 -0.619 1.070
S -1.569 0.716 1.282
C -2.466 -0.739 1.154
H 1.951 1.069 -1.986
H 3.027 0.787 -0.506
H 2.478 -0.618 -1.529
H 0.229 0.115 -1.162
H 0.732 1.615 -0.352
H -3.415 -0.497 1.617
H -1.986 -1.477 1.773
H -2.591 -1.207 0.159
```

***

(two)
One molecule with the formula C3H8S2. Source: the OMol25 dataset; level of theory: ωB97M-V/def2-TZVPD.

Results
net charge: 0
LUMO energy: 0.36 eV
molecular weight: 108.23 g/mol
frontier orbital gap: 8.96 eV
2S+1: 1

```
13
C3H8S2 | the OMol25 dataset | ωB97M-V/def2-TZVPD
C 0.518 -0.150 -0.387
C 1.083 -1.662 -0.217
C -0.360 0.340 0.693
S -2.197 0.586 0.399
S -2.222 2.391 -0.751
H 0.109 -0.317 -1.387
H 1.463 0.392 -0.430
H 0.496 -2.413 -0.727
H 2.130 -1.645 -0.512
H 0.921 -1.846 0.854
H -0.066 1.331 1.033
H -0.489 -0.270 1.586
H -1.388 3.263 -0.154
```

***

The most stable arrangement is (two), and the next structure is 1.216 eV less stable.

***

(one)
One molecule with the formula C3H8S2. Source: the OMol25 dataset; level of theory: ωB97M-V/def2-TZVPD.

Results
net charge: 0
LUMO energy: 0.90 eV
molecular weight: 108.23 g/mol
frontier orbital gap: 9.11 eV
2S+1: 1

```
13
C3H8S2 | the OMol25 dataset | ωB97M-V/def2-TZVPD
C -2.093 0.454 -0.124
C 0.065 -1.202 0.557
C 2.059 0.550 -0.366
H -2.753 0.763 -0.936
H -2.759 0.306 0.792
H -1.262 1.223 0.038
H 0.056 -2.194 1.025
H -0.040 -0.462 1.340
H 1.482 1.242 0.338
H 3.101 0.760 -0.242
H 1.919 0.920 -1.397
S -1.404 -1.181 -0.641
S 1.629 -1.179 -0.383
```

***

(two)
A 2-piece molecular cluster, C3H8S2 overall. Source: the OMol25 dataset; level of theory: ωB97M-V/def2-TZVPD.

Results
net charge: 0
LUMO energy: 0.04 eV
molecular weight: 108.23 g/mol
frontier orbital gap: 8.68 eV
2S+1: 1

```
13
C3H8S2 | the OMol25 dataset | ωB97M-V/def2-TZVPD
C -2.511 0.586 -0.031
C -2.220 -0.196 0.997
H -2.013 0.436 -1.002
H -2.796 1.630 0.146
H -1.905 -1.247 0.886
H -2.546 0.078 1.987
C 2.445 -1.002 -0.869
S 1.245 0.286 -1.149
S 1.598 1.541 0.653
H 2.373 -1.630 0.039
H 3.427 -0.507 -0.825
H 2.616 -1.719 -1.691
H 0.285 1.743 0.859
```

***

The most stable arrangement is (one), and the next structure is 0.804 eV less stable.